Entry 1:
Entry from OMol25: C7H18ClI2OP2Pt as an isolated structure in a non-equilibrium geometry (ωB97M-V/def2-TZVPD).

Last column: Mulliken charge in e.
Element x y z (Å)
I -2.732 -0.004 -0.167  0.4067
I 2.734 0.024 0.464  0.3197
Pt -0.088 0.111 -0.141  1.2401
P 0.017 -2.401 -0.238  0.7119
C -0.177 -3.282 1.353  -1.1790
C -1.273 -3.043 -1.311  -1.1686
H -1.057 -4.095 -1.526  0.4743
H 1.395 -4.102 -1.217  0.4620
H -1.276 -2.461 -2.236  0.4465
H 1.780 -2.472 -1.861  0.4288
H -1.125 -2.990 1.811  0.4154
H -2.249 -2.946 -0.831  0.4119
C 1.550 -3.045 -0.957  -1.2376
H -0.151 -4.354 1.192  0.4943
H 2.386 -2.950 -0.261  0.3912
H 0.643 -2.997 2.036  0.4524
P 0.009 2.377 -0.230  0.4742
C -0.201 3.273 1.343  -1.1189
C 1.527 3.058 -0.968  -1.2557
H -1.301 2.437 -2.242  0.4488
H -1.085 4.078 -1.549  0.4429
H -2.271 2.932 -0.839  0.3932
C -1.296 3.027 -1.322  -1.3057
H 1.756 2.487 -1.872  0.4417
H 1.364 4.113 -1.221  0.4580
H -0.193 4.357 1.177  0.4419
H 0.612 3.005 2.024  0.3770
H 2.362 2.961 -0.271  0.3751
H -1.155 2.984 1.796  0.3834
C -0.242 0.026 1.872  0.1273
O -0.359 0.009 3.008  -0.1909
Cl 0.923 -1.225 1.227  -0.5621

Computed properties:
DFT total energy, eV: -60107.28663
Frontier orbital gap (alpha / beta), eV: 5.46 / 5.70
HOMO energy (alpha / beta), eV: -18.98 / -20.67
Energy relative to the best compared isomer or geometry (same formula, charge and spin), eV: 8.316
Charge: +3
2S+1: 5

Entry 2:
Entry from OMol25: an isolated ion of composition H2NO4S2 and charge -1 in a non-equilibrium geometry (ωB97M-V/def2-TZVPD).

Last column: Mulliken charge in e.
Element x y z (Å)
N 1.629 -0.303 -0.911  -0.4852
O -1.341 1.816 0.834  -0.6230
O -3.318 0.157 0.701  -0.4985
O 1.055 -1.215 1.245  -0.6459
O -0.825 -0.424 -0.165  -0.4458
S -2.215 0.844 0.064  0.5932
S 0.662 -0.020 0.475  0.6795
H 2.088 0.222 -1.616  0.1944
H 2.264 -1.078 -0.627  0.2314

Computed properties:
DFT total energy, eV: -31383.51828
Frontier orbital gap, eV: 8.03
HOMO energy, eV: -4.51
Energy relative to the best compared isomer or geometry (same formula, charge and spin), eV: 0.355
Charge: -1

Entry 3:
Entry from OMol25: C21H49BrCaF7ILiMgN3O7P as an isolated structure in a non-equilibrium geometry (ωB97M-V/def2-TZVPD).

Last column: Mulliken charge in e.
Element x y z (Å)
C 4.946 4.960 -2.527  -1.4362
C 4.465 3.578 -1.932  -0.3808
C 3.395 2.800 -2.789  -0.6203
I 4.005 2.996 -4.898  -0.2327
C 1.967 3.482 -2.731  -0.0138
C 1.684 4.274 -1.437  -0.1932
F 0.429 4.898 -1.613  -0.3365
H 4.098 5.507 -2.981  0.3349
H 5.308 5.595 -1.686  0.3538
H 5.791 4.842 -3.223  0.4417
H 5.380 2.940 -1.938  0.3062
H 4.185 3.694 -0.856  0.3154
H 1.223 2.652 -2.764  0.0787
H 1.776 4.104 -3.631  0.4022
H 1.544 3.604 -0.559  -0.0059
H 2.400 5.092 -1.249  0.2843
C -0.477 -0.230 -1.425  0.0443
O -0.218 0.444 -2.420  -0.5983
N -0.931 0.255 -0.260  0.2689
C -1.207 -0.603 0.876  -1.0186
C -1.155 1.687 -0.136  -0.8387
H -0.344 -1.322 -1.417  0.3156
H -2.260 -0.508 1.151  0.3709
H -0.585 -0.298 1.720  0.3606
H -0.995 -1.643 0.634  0.2779
H -1.884 2.006 -0.881  0.2986
H -0.219 2.219 -0.319  0.1508
H -1.521 1.926 0.859  0.3948
C -1.278 -1.593 -7.410  -1.7369
C -0.964 -1.001 -6.033  0.2173
C 0.328 -1.568 -5.394  -0.7146
O 0.191 -2.849 -4.860  -0.3552
C 0.277 -3.914 -5.803  -0.7705
N -2.115 -1.166 -5.163  -0.9535
H -1.698 -2.593 -7.346  0.2748
H -2.017 -0.974 -7.937  0.6631
H -0.370 -1.644 -8.042  0.3737
H -0.814 0.075 -6.172  0.3727
H 0.594 -0.925 -4.545  0.4980
H 1.189 -1.530 -6.102  0.5928
H 0.986 -3.694 -6.607  0.3076
H -0.707 -4.138 -6.216  0.2710
H 0.620 -4.800 -5.272  0.2481
H -1.927 -0.680 -4.291  0.3755
H -2.144 -2.146 -4.895  0.5195
C -4.934 -4.535 5.924  -0.2189
C -4.157 -3.367 5.299  -0.8372
O -3.333 -3.810 4.256  -0.4553
C -3.975 -4.022 3.082  0.7046
O -5.148 -3.852 2.895  -0.5308
O -3.084 -4.446 2.208  -0.3409
C -3.628 -4.772 0.920  -0.6402
H -4.255 -5.332 6.228  0.4473
H -5.504 -4.210 6.803  -0.0905
H -5.639 -4.969 5.216  0.3561
H -3.484 -2.919 6.054  0.6804
H -4.828 -2.567 4.950  0.6162
H -4.215 -3.946 0.522  0.3409
H -4.231 -5.677 0.984  0.3239
H -2.793 -4.957 0.249  0.2172
Mg -5.183 -2.740 7.328  0.6499
Br -3.566 -1.682 -3.174  -0.5922
Li 3.256 1.655 -0.695  0.7883
C -4.329 0.445 -9.089  -0.3621
O -3.747 -0.567 -9.721  -0.5490
H -4.469 1.391 -9.666  0.2577
H -5.362 0.283 -8.711  0.2069
H -3.818 0.828 -8.173  0.0224
Ca 0.424 0.881 -7.210  1.4670
F -2.836 0.725 7.403  -0.3515
P -2.083 0.721 8.870  0.9673
F -0.857 1.078 7.852  -0.3114
F -1.292 1.637 9.961  -0.3177
F -3.235 1.782 9.327  -0.3237
F -1.145 -0.511 9.392  -0.3200
F -3.191 -0.436 9.264  -0.3245
C 5.072 1.801 5.640  -1.3784
C 4.914 0.579 4.740  0.3049
C 4.808 0.926 3.244  -0.7057
O 3.543 1.443 2.841  -0.3132
C 3.360 2.829 3.106  -0.7025
N 3.764 -0.204 5.201  -0.7031
H 4.133 2.336 5.788  0.2810
H 5.421 1.497 6.628  0.3445
H 5.803 2.501 5.230  0.3481
H 5.813 -0.032 4.864  0.4223
H 4.935 -0.001 2.676  0.3129
H 5.616 1.599 2.931  0.4222
H 4.290 3.393 2.997  0.3404
H 2.945 2.974 4.104  0.2488
H 2.632 3.216 2.390  0.2129
H 3.718 -1.069 4.667  0.2580
H 2.921 0.295 4.926  0.3185

Computed properties:
DFT total energy, eV: -171898.45488
Frontier orbital gap, eV: 0.95
HOMO energy, eV: -8.35
Charge: +1

Entry 4:
Entry from OMol25: an isolated ion of composition CH5N2S and charge +1 in a non-equilibrium geometry (ωB97M-V/def2-TZVPD).

Last column: Mulliken charge in e.
Element x y z (Å)
C -0.237 0.390 -0.284  -0.3689
N 0.079 1.064 2.210  -0.4177
N 0.012 -0.652 -1.338  -0.3380
S 0.195 -0.196 1.274  0.2775
H -0.804 1.237 -0.362  0.4056
H 0.426 0.780 3.108  0.2990
H 0.993 -0.807 -1.120  0.4340
H -0.109 -0.248 -2.244  0.3333
H -0.554 -1.567 -1.242  0.3751

Computed properties:
DFT total energy, eV: -14923.32961
Frontier orbital gap (alpha / beta), eV: 8.19 / 8.37
HOMO energy (alpha / beta), eV: -13.75 / -13.80
Energy relative to the best compared isomer or geometry (same formula, charge and spin), eV: 3.136
Charge: +1